The following is a quantum chemistry calculation of C35H16F4N7PdS2 as an isolated structure in a non-equilibrium geometry, from the OMol25 dataset.

Element x y z (Å)
Pd -0.294 -0.697 0.062
S -2.253 -2.483 3.621
C -1.364 -1.095 4.184
C -1.138 -0.660 5.487
C -0.394 0.489 5.665
C 0.120 1.202 4.574
C -0.099 0.770 3.283
C -0.847 -0.392 3.094
N -1.169 -0.968 1.874
C -1.870 -2.063 2.000
C -2.134 -2.787 0.774
C -2.951 -3.901 0.619
C -3.078 -4.476 -0.636
C -2.400 -3.946 -1.727
C -1.575 -2.829 -1.584
C -1.455 -2.267 -0.335
H -1.537 -1.204 6.334
H -0.211 0.849 6.669
H 0.679 2.112 4.750
H 0.276 1.314 2.424
H -3.481 -4.308 1.472
H -3.711 -5.344 -0.767
H -2.504 -4.407 -2.701
H -1.046 -2.423 -2.435
S -3.601 4.796 -2.884
C -2.699 3.434 -2.164
C -3.348 2.250 -1.840
C -2.628 1.247 -1.214
N -1.337 1.366 -0.898
C -0.715 2.500 -1.227
C -1.353 3.558 -1.855
C -3.434 4.338 -4.607
C -2.299 4.692 -5.319
C -2.234 4.340 -6.661
N -3.210 3.689 -7.292
C -4.300 3.367 -6.599
C -4.463 3.671 -5.252
H -4.400 2.119 -2.057
H -3.103 0.310 -0.945
H 0.336 2.579 -0.974
H -0.810 4.466 -2.083
H -1.491 5.237 -4.848
H -1.366 4.598 -7.258
H -5.078 2.845 -7.145
H -5.371 3.405 -4.728
F 2.173 -2.512 0.799
C 3.332 -2.008 1.165
C 4.175 -2.792 1.854
F 3.812 -4.022 2.118
C 5.460 -2.313 2.322
C 5.731 -0.916 2.056
C 4.870 -0.134 1.389
F 5.200 1.124 1.171
C 3.625 -0.632 0.860
C 2.800 0.178 0.110
C 1.810 -0.303 -0.797
N 1.049 -0.646 -1.604
C 2.902 1.610 0.132
N 2.845 2.759 0.131
F 6.869 -0.401 2.457
C 6.347 -3.116 2.958
C 6.109 -4.509 3.212
N 5.980 -5.623 3.459
C 7.613 -2.661 3.459
N 8.634 -2.373 3.901

Computed properties:
- frontier orbital gap (spin up / spin down) (eV) = 5.187 / 5.186
- total charge = +1
- HOMO level (spin up / spin down) (eV) = -11.49 / -11.49
- calculated total energy (eV) = -82994.6733
- energy relative to the best compared isomer or geometry (same formula, charge and spin) (kJ/mol) = 125.8